This record from OMol25 describes a structure of composition C42H57FN3O5SSbSi2Sn. The level of theory is the ωB97M-V functional and the def2-TZVPD basis.

Properties
* relative energy (zero: lowest compared OMol25 entry of this formula, charge and spin): 22.1 kcal per mole
* frontier orbital gap: 6.15 eV
* LUMO level: -0.076 eV

Element x y z (Å)
Sn  -0.3711  0.6035  -0.2684
O  -1.7850  3.0634  1.7623
C  -1.0762  3.7651  2.7548
C  0.4347  3.6662  2.6399
C  1.2313  4.3112  3.5823
C  2.6056  4.2462  3.4549
C  3.1467  3.5354  2.3933
C  2.2814  2.9150  1.5110
N  0.9483  2.9777  1.6206
H  -1.4973  3.3807  0.8965
H  -1.3941  3.3424  3.7095
H  -1.3527  4.8253  2.7614
H  0.7731  4.8651  4.3939
H  3.2514  4.7431  4.1689
H  4.2178  3.4725  2.2459
H  2.6500  2.3336  0.6704
C  6.2538  -3.3262  -1.4463
C  5.9622  -3.2486  0.0461
C  5.9736  -4.6368  0.6669
C  5.7629  -4.5421  2.1689
C  4.4786  -3.8066  2.4552
C  3.7788  -4.0365  3.6189
C  2.5992  -3.3469  3.8690
F  1.9538  -3.5829  5.0269
C  2.0848  -2.4550  2.9763
C  2.7723  -2.2143  1.7832
C  2.1965  -1.2422  0.8312
O  1.0684  -0.7752  1.0434
C  3.0305  -0.9333  -0.2910
C  4.1851  -1.6380  -0.4737
N  4.6580  -2.6023  0.3340
C  3.9777  -2.8774  1.5230
C  2.7675  0.1546  -1.3251
O  3.6115  0.3025  -2.2073
O  1.6987  0.8566  -1.2021
H  7.1417  -3.9404  -1.5920
H  6.4525  -2.3527  -1.8905
H  5.4198  -3.7900  -1.9777
H  6.7429  -2.6521  0.5283
H  6.9266  -5.1136  0.4381
H  5.1787  -5.2368  0.2143
H  6.6019  -4.0062  2.6218
H  5.7287  -5.5326  2.6224
H  4.1442  -4.7544  4.3433
H  1.1593  -1.9286  3.1636
H  4.7620  -1.3860  -1.3503
C  -0.3608  1.1693  -4.1399
Si  -2.1587  1.2856  -3.5756
C  -3.1525  0.7391  -5.0892
C  -2.7430  3.0390  -3.1924
C  -2.4207  0.2416  -2.0711
C  -1.7670  -1.0510  -2.2828
C  -2.2960  -2.1634  -2.9737
C  -1.5197  -3.2778  -3.1982
C  -0.2027  -3.3141  -2.7292
C  0.2530  -2.2274  -2.0257
N  -0.5104  -1.1499  -1.7970
Si  -4.1847  0.1590  -1.4916
C  -4.4781  -1.4422  -0.5202
C  -4.5739  1.6436  -0.3889
C  -5.5757  0.1884  -2.7785
H  -0.0753  2.0007  -4.7918
H  -0.2150  0.2428  -4.7065
H  0.3409  1.1450  -3.2999
H  -2.8423  1.2753  -5.9924
H  -4.2227  0.9109  -4.9490
H  -3.0086  -0.3325  -5.2743
H  -2.3830  3.7519  -3.9402
H  -2.4010  3.3679  -2.2072
H  -3.8376  3.0766  -3.1995
H  -3.3077  -2.1000  -3.3579
H  -1.9184  -4.1157  -3.7570
H  0.4356  -4.1690  -2.9008
H  1.2554  -2.1979  -1.6121
H  -5.1761  -1.2829  0.3091
H  -3.5415  -1.8274  -0.1047
H  -4.8975  -2.2232  -1.1612
H  -3.7515  1.8777  0.2907
H  -5.4723  1.4516  0.2106
H  -4.7663  2.5350  -0.9970
H  -5.4281  -0.5502  -3.5731
H  -5.6560  1.1726  -3.2529
H  -6.5337  -0.0261  -2.2936
C  -1.2747  -0.2021  3.5511
S  -2.3719  -0.5597  2.1602
O  -1.5094  -1.3082  1.1779
C  -3.3620  -1.8037  2.9899
C  -3.0326  -3.1399  2.8445
C  -3.8168  -4.0976  3.4719
C  -4.9138  -3.7101  4.2315
C  -5.2402  -2.3660  4.3591
C  -4.4663  -1.4033  3.7275
H  -0.8700  -1.1437  3.9193
H  -1.8308  0.3232  4.3304
H  -0.4814  0.4268  3.1380
H  -2.1806  -3.4061  2.2286
H  -3.5740  -5.1463  3.3579
H  -5.5219  -4.4601  4.7231
H  -6.1033  -2.0682  4.9410
H  -4.7191  -0.3495  3.8014
C  0.1616  5.1227  -3.3756
Sb  0.6073  3.9515  -1.6109
C  2.7235  4.0474  -1.9618
C  0.5648  5.7434  -0.3823
H  0.8710  5.9490  -3.4456
H  -0.8512  5.5238  -3.3107
H  0.2376  4.5071  -4.2735
H  2.9589  4.9844  -2.4670
H  3.0198  3.1993  -2.5831
H  3.2744  3.9938  -1.0210
H  1.0594  6.5612  -0.9103
H  1.0718  5.5751  0.5714
H  -0.4721  6.0304  -0.1848

Cartesian forces (eV/Å) of the 6 atoms listed first:
-0.2 -0.1 -0.6
0.0 0.1 0.1
0.0 -0.1 -0.2
0.1 -0.1 -0.1
0.0 0.0 0.0
0.0 0.0 0.0

Here are the Löwdin charges for atoms 1 to 4, given in e: atom 1 (Sn): 1.320, atom 2 (O): -0.111, atom 3 (C): -0.205, atom 4 (C): -0.273